C4H6O2 as an isolated structure. Source: the OMol25 dataset; level of theory: ωB97M-V/def2-TZVPD.

Output
E_HOMO, eV: -9.97
Relative energy (zero: lowest compared OMol25 entry of this formula, charge and spin), kcal/mol: 62.9
LUMO level, eV: 0.678
Strongest force on any atom, hartree/bohr: 0.0158

XYZ file:
```
12
Properties=species:S:1:pos:R:3:mulliken_charge:R:1
O -1.95 -0.09 1.57 -0.435
C -0.93 -0.73 1.52 -0.159
C 0.00 -0.51 0.32 0.152
C -0.21 0.79 -0.40 -0.425
C 1.08 0.40 -1.10 -0.380
O 1.46 -0.34 0.10 -0.423
H -0.81 -1.62 2.18 0.354
H -0.19 -1.42 -0.25 0.200
H 0.06 1.58 0.31 0.238
H -1.16 1.02 -0.90 0.351
H 1.76 1.20 -1.40 0.300
H 0.91 -0.28 -1.94 0.228
```